[1]
The following is a quantum chemistry calculation of a 2-piece molecular cluster, C8H12N3 overall in a non-equilibrium geometry, from the Open Molecules 2025 dataset.

Cartesian coordinates (Å):
H: 1.39 -1.98 0.44
N: 2.02 -0.45 -0.21
C: -2.74 -1.38 0.53
H: -1.55 2.05 -0.28
N: 0.24 0.82 1.11
C: 2.12 0.49 -1.20
H: -3.00 -2.39 0.55
H: 1.15 0.45 -1.93
H: -3.54 1.23 -1.45
H: 0.54 1.73 1.14
N: 1.19 -1.41 -0.36
C: 2.92 -0.28 0.98
C: -1.58 -0.74 0.87
H: 3.20 -1.19 1.59
H: 2.36 0.32 1.75
C: -3.07 0.63 -0.68
C: -3.50 -0.64 -0.30
H: 2.19 1.62 -0.94
C: -0.91 0.43 0.67
H: 3.00 0.33 -1.94
C: -1.86 1.10 -0.25
H: -4.35 -0.97 -0.79
H: 3.76 0.23 0.71

Summary:
* frontier orbital gap (alpha / beta): 6.29 / 6.03 eV
* net charge: +1
* total energy: -475.76593 a.u.
* relative energy (zero: lowest compared OMol25 entry of this formula, charge and spin): 8.560 eV
* LUMO energy (alpha / beta): -5.43 / -5.47 eV



[2]
The following is a quantum chemistry calculation of HO2PSm as an isolated structure in a non-equilibrium geometry, from the Open Molecules 2025 dataset.

Cartesian coordinates (Å):
O: -0.44 1.65 -0.14
Sm: 1.73 0.61 -0.39
H: -1.07 -2.80 -0.12
O: -0.30 -0.79 -0.29
P: -1.34 0.40 -0.42

Summary:
* frontier orbital gap (alpha / beta): 4.65 / 10.16 eV
* net charge: +2
* total energy: -1149.61804 a.u.
* LUMO energy (alpha / beta): -13.57 / -9.89 eV
* spin multiplicity: 7
* <S²>: 12.233



[3]
The following is a quantum chemistry calculation of a 2-piece molecular cluster, C4H14N2O2 overall in a non-equilibrium geometry, from the Open Molecules 2025 dataset.

Cartesian coordinates (Å):
H: -2.71 -0.45 0.30
H: -2.71 -2.02 -0.61
H: 1.05 2.44 -0.40
H: -0.59 -1.80 0.87
C: 0.08 0.11 0.06
H: -0.30 0.60 1.03
C: -2.20 -1.08 -0.45
H: -1.36 1.26 -0.88
O: 2.02 0.31 4.05
H: -2.18 -0.53 -1.38
H: -0.30 0.58 -2.10
H: 2.84 0.02 3.63
H: 2.03 0.47 -0.40
H: 0.23 2.86 -1.84
H: 1.43 0.10 3.32
N: 1.48 -0.15 0.19
O: -0.02 -2.01 -1.03
C: -0.74 -1.22 -0.06
N: 0.69 2.15 -1.29
C: -0.31 1.05 -1.11
H: -0.15 -1.58 -1.88
H: 1.73 -1.11 -0.01

Summary:
* frontier orbital gap: 10.05 eV
* net charge: 0
* total energy: -420.76618 a.u.
* relative energy (zero: lowest compared OMol25 entry of this formula, charge and spin): 1.059 eV
* structure (SMILES): C[C@@H](O)[C@@H](N)CN.O
* LUMO energy: 0.76 eV



[4]
The following is a quantum chemistry calculation of a 3-piece molecular cluster, C12H25BF3O8S2 overall in a non-equilibrium geometry, from the Open Molecules 2025 dataset.

Cartesian coordinates (Å):
O: 2.30 -3.80 -1.05
O: -1.07 -0.85 4.04
F: 1.38 1.69 -2.72
H: -3.47 5.20 -2.47
C: 2.25 -1.34 -0.55
C: 1.46 1.13 3.82
H: 0.73 -5.13 -1.34
C: 2.26 -5.48 -2.84
H: 2.23 -5.80 -0.72
C: 0.71 2.51 -1.89
F: 0.51 1.82 -0.76
H: -0.29 2.38 3.79
B: -3.18 3.31 -1.87
O: -4.00 3.50 -0.61
C: -1.60 3.49 -1.44
H: -1.44 4.56 -1.28
C: -2.79 0.72 -2.00
S: 1.55 -2.52 -1.64
H: -1.46 3.00 -0.48
C: 1.82 -5.10 -1.44
C: -0.58 3.04 -2.49
H: -0.95 2.22 -3.11
H: 1.99 -6.51 -3.06
H: 0.79 2.58 2.39
H: 2.13 1.83 4.32
H: -1.17 -0.81 -1.60
H: 3.34 -5.36 -2.95
C: -1.96 -0.14 -1.82
H: -0.25 1.17 2.52
H: -0.30 3.84 -3.16
H: 1.94 -1.56 0.47
O: -3.64 4.34 -2.84
O: 0.95 0.28 4.88
H: 2.07 0.53 3.14
H: -3.49 1.86 -3.62
H: 3.34 -1.38 -0.64
O: 1.18 -1.83 3.64
H: -4.10 2.65 -0.19
H: 1.26 -1.96 6.41
H: -4.60 1.66 -2.30
O: 0.15 -2.66 -1.37
H: 1.89 -0.36 -0.85
H: 1.79 -4.84 -3.59
H: -0.28 -2.77 5.99
C: 0.37 1.86 3.09
F: 1.56 3.52 -1.58
S: 0.27 -1.09 4.46
H: -0.30 -1.15 6.74
O: 2.02 -2.28 -2.97
C: -3.55 1.84 -2.54
C: 0.24 -1.81 6.07

Summary:
* frontier orbital gap: 6.39 eV
* net charge: -1
* total energy: -2195.05846 a.u.
* relative energy (zero: lowest compared OMol25 entry of this formula, charge and spin): 0.000 eV
* LUMO energy: 1.91 eV



[5]
The following is a quantum chemistry calculation of a 2-piece molecular cluster, C10H18N3O overall in a non-equilibrium geometry, from the Open Molecules 2025 dataset.

Cartesian coordinates (Å):
N: 0.17 -1.76 0.46
O: -2.65 1.07 -0.14
H: 2.62 -1.18 0.38
H: -1.26 1.23 -2.07
H: 2.15 4.44 -1.35
H: 0.72 2.75 -2.22
H: 1.82 -4.60 0.11
H: -1.01 -3.45 -1.33
H: 2.37 4.39 0.49
H: 0.24 3.95 1.71
C: -0.01 3.30 0.97
C: 0.18 2.63 -1.38
C: -1.27 -2.09 0.51
N: 1.07 -4.06 0.46
C: 1.14 -2.68 0.45
H: -1.56 -2.30 1.55
C: -0.92 1.81 -1.33
C: -1.63 1.93 -0.08
C: -1.28 2.66 1.08
N: 2.46 -2.23 0.34
H: 0.14 -4.52 0.49
H: -1.82 -1.24 0.19
C: 2.12 3.78 -0.38
H: 3.05 3.20 -0.42
H: 3.26 -2.76 0.16
H: -3.23 0.96 0.64
C: 0.70 3.14 -0.18
H: 0.35 -0.78 0.23
H: -1.93 2.89 1.94
H: -2.70 -2.99 -0.75
C: -1.58 -3.26 -0.43
H: -1.71 -4.26 -0.10

Summary:
* frontier orbital gap: 7.87 eV
* net charge: +1
* total energy: -631.06917 a.u.
* relative energy (zero: lowest compared OMol25 entry of this formula, charge and spin): 2.807 eV
* LUMO energy: -2.88 eV



[6]
The following is a quantum chemistry calculation of C12H14N2S as an isolated structure in a non-equilibrium geometry, from the Open Molecules 2025 dataset.

Cartesian coordinates (Å):
N: 1.52 -3.31 0.50
H: 2.36 -5.25 0.95
H: 3.86 -2.79 2.15
C: 1.75 -3.97 5.20
N: -1.52 0.66 1.59
H: 2.26 -2.93 -2.36
C: 3.15 -3.99 5.27
H: 3.66 -4.30 6.19
C: 0.86 -2.91 -0.73
C: 1.11 -3.55 4.05
C: 2.51 -4.38 0.29
C: 1.15 -2.80 1.68
S: 1.07 -0.45 1.34
H: 4.99 -3.58 4.20
H: -0.22 -3.18 -0.73
H: 0.86 -3.98 -2.58
C: -0.45 0.18 1.48
C: 2.37 -4.77 -1.18
C: 3.27 -3.15 3.00
C: 1.85 -3.16 2.92
H: 3.33 -4.95 -1.65
H: 0.09 -2.51 1.77
H: 3.53 -4.01 0.50
H: 0.02 -3.54 3.98
C: 1.60 -3.63 -1.86
H: 1.17 -4.25 6.08
H: 0.90 -1.80 -0.77
H: 1.78 -5.69 -1.22
C: 3.90 -3.59 4.16

Summary:
* frontier orbital gap: 7.49 eV
* net charge: 0
* total energy: -973.30872 a.u.
* relative energy (zero: lowest compared OMol25 entry of this formula, charge and spin): 1.399 eV
* LUMO energy: -0.54 eV